Record 1
{"formula": "C3H10N2O2", "method": "wB97M-V/def2-TZVPD", "species": ["C", "C", "N", "C", "N", "O", "H", "H", "H", "H", "H", "H", "H", "H", "O", "H", "H"], "positions_angstrom": [[1.73, 2.05, 1.27], [1.00, 0.72, 0.99], [-0.05, 0.89, -0.01], [-0.44, -0.04, -0.96], [0.57, -0.82, -1.42], [-1.60, -0.08, -1.32], [2.66, 2.08, 0.70], [1.91, 2.12, 2.34], [1.15, 2.88, 0.89], [1.69, -0.02, 0.60], [0.60, 0.30, 1.92], [-0.82, 1.47, 0.30], [0.43, -1.66, -1.95], [1.48, -0.39, -1.48], [-1.30, -2.45, 0.91], [-1.55, -1.85, 0.21], [-1.67, -2.03, 1.70]], "total_charge": 0, "smiles": "CCNC(N)=O.O", "de_lowest_ev": 0.446, "homo_ev": -9.63}

Record 2
{"formula": "C5H6O", "method": "wB97M-V/def2-TZVPD", "species": ["C", "C", "C", "O", "C", "C", "H", "H", "H", "H", "H", "H"], "positions_angstrom": [[2.37, 0.36, 0.05], [1.38, -0.28, 0.35], [0.03, 0.04, -0.08], [0.08, 1.17, -0.92], [-0.95, -1.02, -0.45], [-1.16, -0.19, 0.80], [3.27, 0.83, -0.21], [0.11, 1.99, -0.40], [-1.53, -0.77, -1.32], [-0.69, -2.07, -0.35], [-1.88, 0.61, 0.76], [-1.02, -0.65, 1.78]], "total_charge": 0, "smiles": "C#CC1(O)CC1", "de_lowest_ev": 3.626, "homo_ev": -9.56}

Record 3
{"formula": "C4H19N2O3", "method": "wB97M-V/def2-TZVPD", "species": ["C", "N", "C", "C", "N", "C", "H", "H", "H", "H", "H", "H", "H", "H", "H", "H", "H", "H", "H", "H", "H", "O", "H", "H", "O", "H", "H", "O"], "positions_angstrom": [[0.36, 0.65, 1.39], [-0.92, 1.04, 1.08], [-1.66, 1.64, 2.22], [0.44, -0.75, 0.77], [0.18, -0.61, -0.74], [0.22, -1.93, -1.46], [1.27, 1.24, 1.15], [0.63, 0.40, 2.50], [-0.91, 1.89, 0.46], [-1.10, 2.55, 2.74], [-2.68, 2.05, 1.88], [-1.70, 0.73, 2.86], [1.40, -1.23, 0.99], [-0.35, -1.38, 1.16], [1.04, 0.00, -0.90], [-0.65, 0.01, -1.02], [0.83, -1.97, -2.36], [0.63, -2.61, -0.73], [-0.81, -2.25, -1.72], [-0.42, 2.78, -1.68], [1.12, 2.40, -1.29], [0.18, 2.06, -1.37], [3.88, -0.29, -2.33], [3.37, -1.46, -1.47], [2.99, -0.77, -2.13], [-3.03, -1.76, -0.13], [-2.12, -0.94, 0.44], [-2.19, -1.50, -0.34]], "total_charge": 1, "de_lowest_ev": 2.367, "homo_ev": -13.16}

Record 4
{"formula": "C4H5N5", "method": "wB97M-V/def2-TZVPD", "species": ["N", "C", "N", "N", "C", "C", "N", "N", "C", "H", "H", "H", "H", "H"], "positions_angstrom": [[2.40, -1.24, 0.08], [1.42, -0.29, 0.00], [1.64, 0.99, 0.01], [0.45, 1.68, -0.04], [-0.61, 0.82, 0.03], [-1.98, 0.69, 0.03], [-2.20, -0.65, 0.01], [-1.10, -1.40, -0.01], [-0.12, -0.51, 0.01], [2.18, -2.14, -0.32], [3.32, -0.88, -0.14], [0.47, 2.64, 0.27], [-2.77, 1.40, 0.06], [-3.11, -1.10, 0.00]], "total_charge": 0, "smiles": "Nc1n[nH]c2c[nH]nc12", "de_lowest_ev": 0.597, "homo_ev": -7.63}

Record 5
{"formula": "C34H39N2O4Ru", "method": "wB97M-V/def2-TZVPD", "species": ["O", "C", "C", "H", "H", "C", "H", "H", "C", "H", "H", "H", "C", "H", "H", "H", "Ru", "C", "C", "C", "H", "C", "C", "H", "H", "H", "H", "C", "C", "C", "H", "C", "C", "H", "H", "H", "H", "O", "C", "C", "H", "H", "C", "H", "H", "C", "H", "H", "H", "H", "O", "C", "N", "C", "C", "O", "N", "C", "C", "C", "C", "C", "C", "C", "C", "C", "C", "C", "C", "H", "H", "H", "H", "H", "H", "H", "H", "H", "H", "H"], "positions_angstrom": [[0.20, 5.63, -5.50], [0.18, 5.23, -6.91], [0.63, 6.61, -7.42], [-0.83, 4.95, -7.24], [0.91, 4.43, -7.11], [0.58, 6.98, -5.91], [-0.11, 7.12, -8.04], [1.63, 6.62, -7.85], [-0.50, 8.00, -5.61], [-1.45, 7.73, -6.07], [-0.19, 8.98, -6.02], [-0.63, 8.11, -4.53], [1.91, 7.39, -5.34], [2.69, 6.65, -5.59], [1.84, 7.50, -4.25], [2.21, 8.36, -5.77], [0.08, -0.07, 0.57], [1.84, -0.89, 0.99], [1.46, -1.89, -0.01], [1.62, -1.31, -1.30], [1.21, -2.91, 0.23], [2.06, 0.03, -1.15], [2.13, 0.34, 0.25], [2.55, 1.24, 0.69], [2.05, -1.08, 2.03], [1.45, -1.82, -2.24], [2.39, 0.68, -1.95], [-1.04, 0.31, 2.44], [0.07, 1.19, 2.19], [-0.25, 1.96, 1.01], [0.95, 1.32, 2.82], [-1.54, 1.54, 0.55], [-2.01, 0.50, 1.40], [-2.92, -0.07, 1.27], [-1.13, -0.35, 3.29], [0.35, 2.78, 0.62], [-2.07, 1.95, -0.31], [-0.23, 1.36, -1.97], [0.35, 2.67, -2.13], [0.58, 2.86, -3.62], [1.26, 2.75, -1.53], [-0.37, 3.41, -1.74], [-0.50, 1.96, -4.25], [1.58, 2.46, -3.87], [0.52, 3.90, -3.94], [-0.60, 0.82, -3.25], [-0.27, 1.63, -5.26], [-1.44, 2.51, -4.26], [0.09, 0.00, -3.50], [-1.61, 0.40, -3.16], [0.77, -2.81, 2.96], [-0.30, -3.09, 2.44], [-1.07, -4.20, 2.81], [-2.43, -4.02, 2.42], [-2.24, -2.92, 1.34], [-3.15, -2.58, 0.57], [-0.98, -2.41, 1.43], [-2.93, -5.37, 1.91], [-3.42, -5.56, 0.62], [-3.73, -6.86, 0.19], [-3.55, -7.94, 1.04], [-3.09, -7.74, 2.35], [-2.79, -6.45, 2.79], [-3.26, -3.51, 3.59], [-4.50, -4.07, 3.92], [-5.08, -3.79, 5.16], [-4.47, -2.88, 6.03], [-3.31, -2.20, 5.63], [-2.72, -2.50, 4.40], [-0.77, -4.69, 3.65], [-3.56, -4.71, -0.05], [-4.11, -6.99, -0.83], [-3.75, -8.96, 0.69], [-2.94, -8.57, 3.04], [-2.46, -6.28, 3.82], [-5.00, -4.75, 3.22], [-6.01, -4.28, 5.44], [-4.90, -2.68, 7.01], [-2.85, -1.44, 6.26], [-1.82, -1.97, 4.09]], "s_squared": 6.066, "total_charge": 1, "homo_ev": [-9.46, -11.40], "multiplicity": 5}

Record 6
{"formula": "H9O4", "method": "wB97M-V/def2-TZVPD", "species": ["O", "H", "H", "O", "H", "H", "O", "H", "H", "O", "H", "H", "H"], "positions_angstrom": [[-1.04, 2.28, 0.15], [-1.37, 2.90, 0.81], [-0.70, 2.87, -0.53], [2.36, 0.07, 0.88], [2.66, 0.99, 0.78], [3.08, -0.48, 0.57], [-1.44, -2.37, -0.99], [-1.99, -3.08, -0.63], [-0.92, -2.89, -1.62], [-0.15, -0.14, 0.22], [0.83, -0.05, 0.42], [-0.58, -0.77, -0.40], [-0.73, 0.67, 0.35]], "total_charge": 1, "de_lowest_ev": 0.477, "homo_ev": -16.05}

Record 7
{"formula": "C3H4LiO3Sc", "method": "wB97M-V/def2-TZVPD", "species": ["O", "C", "C", "O", "O", "C", "H", "H", "H", "H", "Sc", "Li"], "positions_angstrom": [[-0.54, -0.78, 0.78], [-1.47, 0.04, 0.32], [0.86, -0.52, 0.64], [-2.66, -0.27, 0.46], [-1.15, 1.12, -0.30], [1.44, -0.60, -0.69], [1.41, -0.83, 1.53], [1.12, 0.82, 1.00], [1.03, -1.38, -1.34], [2.53, -0.50, -0.65], [0.58, 1.55, -1.23], [-3.16, 1.36, -0.52]], "total_charge": 2, "de_lowest_ev": 0.262, "homo_ev": [-17.88, -17.88]}

Record 8
{"formula": "C4H12N2S", "method": "wB97M-V/def2-TZVPD", "species": ["C", "C", "C", "C", "N", "N", "S", "H", "H", "H", "H", "H", "H", "H", "H", "H", "H", "H", "H"], "positions_angstrom": [[-2.11, 1.73, 0.03], [2.21, 0.02, -0.72], [0.45, 0.01, 0.91], [-1.47, 0.43, -0.34], [1.24, -2.02, 0.16], [1.58, -0.65, 0.38], [-2.37, -1.07, -0.29], [-2.28, 1.63, 1.05], [-1.36, 2.59, -0.09], [-2.99, 1.80, -0.45], [2.55, 1.02, -0.28], [2.87, -0.66, -1.20], [1.56, 0.13, -1.61], [-0.17, -0.45, 1.69], [0.45, 1.06, 1.26], [-1.04, 0.67, -1.41], [1.94, -2.55, 0.67], [1.22, -2.37, -0.77], [-2.27, -1.32, 1.01]], "total_charge": 0, "de_lowest_ev": 4.779, "homo_ev": -7.16}